1.
Here is C3HFeO3 as an isolated structure in a non-equilibrium geometry from the Open Molecules 2025 dataset. Energies are from ωB97M-V/def2-TZVPD.

Calculated values
E_LUMO (spin up / spin down): -2.321 / -1.254 eV
Frontier orbital gap (spin up / spin down): 0.1693 / 0.2274 Eh
Max |F|: 2.4 eV/Å
M: 140.88 g mol⁻¹
Total energy: -43648.40133 eV
ΔE to the lowest compared entry with this formula, charge and spin: 357.2 kJ/mol

Geometry as ORCA input:
```
! RIJCOSX wB97M-V def2-TZVPD def2/J DEFGRID3
* xyz 0 6
O 0.24 0.38 -1.10
C 1.48 -0.07 -1.56
H 1.55 -0.24 -2.63
C 2.26 -0.68 -0.65
O 1.89 -0.95 0.53
C 0.10 0.08 0.20
O -0.27 1.05 0.90
Fe -1.07 1.04 2.57
*
```

List of natural (NBO) charges in e, atom by atom:
1. O -0.4727
2. C -0.1215
3. H 0.2050
4. C 0.3063
5. O -0.5420
6. C 0.6234
7. O -0.8425
8. Fe 0.8439



2.
Here is C3HHgNaO2 as an isolated structure in a non-equilibrium geometry from the Open Molecules 2025 dataset. Energies are from ωB97M-V/def2-TZVPD.

Calculated values
E_LUMO (spin up / spin down): 1.729 / 1.693 eV
Frontier orbital gap (spin up / spin down): 0.1512 / 0.1491 Eh
Max |F|: 6.3 eV/Å
M: 292.62 g mol⁻¹
Total energy: -15809.98475 eV
ΔE to the lowest compared entry with this formula, charge and spin: 0.0 kJ/mol

Geometry as ORCA input:
```
! RIJCOSX wB97M-V def2-TZVPD def2/J DEFGRID3
* xyz -1 2
C 2.30 0.69 0.52
C -2.35 -0.59 0.22
O 3.43 0.36 0.96
O 1.43 -0.29 0.32
C -1.57 0.37 0.03
Hg -0.02 -1.27 -1.05
H -3.31 -1.07 0.10
Na 0.09 1.81 -1.10
*
```

List of natural (NBO) charges in e, atom by atom:
1. C 0.5426
2. C -0.5776
3. O -0.6450
4. O -0.8769
5. C -0.6127
6. Hg 0.1017
7. H 0.2082
8. Na 0.8597



3.
Here is C3HKLiO2 as an isolated structure in a non-equilibrium geometry from the Open Molecules 2025 dataset. Energies are from ωB97M-V/def2-TZVPD.

Calculated values
E_LUMO: 1.996 eV
Frontier orbital gap: 0.1344 Eh
Max |F|: 1.6 eV/Å
M: 115.08 g mol⁻¹
Total energy: -23748.38670 eV
ΔE to the lowest compared entry with this formula, charge and spin: 0.0 kJ/mol

Geometry as ORCA input:
```
! RIJCOSX wB97M-V def2-TZVPD def2/J DEFGRID3
* xyz -1 1
C 1.71 0.67 0.33
C -1.69 -0.84 0.06
O 2.82 0.14 0.54
O 0.68 -0.24 0.29
C -0.90 0.23 0.10
Li 0.03 -1.94 -0.64
H -2.76 -0.58 -0.03
K 0.11 2.57 -0.65
*
```

List of natural (NBO) charges in e, atom by atom:
1. C 0.2463
2. C -0.9448
3. O -0.7855
4. O -0.7869
5. C -0.2996
6. Li 0.6891
7. H 0.1600
8. K 0.7215



4.
Here is a 2-piece molecular cluster, C3HN overall in a non-equilibrium geometry from the Open Molecules 2025 dataset. Energies are from ωB97M-V/def2-TZVPD.

Calculated values
E_LUMO (spin up / spin down): -4.122 / -3.527 eV
Frontier orbital gap (spin up / spin down): 0.2930 / 0.3024 Eh
Max |F|: 4.9 eV/Å
M: 51.05 g mol⁻¹
Total energy: -4608.17993 eV
ΔE to the lowest compared entry with this formula, charge and spin: 614.8 kJ/mol

Geometry as ORCA input:
```
! RIJCOSX wB97M-V def2-TZVPD def2/J DEFGRID3
* xyz 0 1
C -1.74 -0.01 -0.02
C -0.58 -0.26 0.10
C 1.99 0.13 0.01
N 3.12 0.14 -0.03
H -2.79 0.01 -0.05
*
```

List of natural (NBO) charges in e, atom by atom:
1. C -0.3662
2. C 0.1359
3. C 0.3892
4. N -0.4114
5. H 0.2525



5.
Here is a 2-piece molecular cluster, C3HN overall in a non-equilibrium geometry from the Open Molecules 2025 dataset. Energies are from ωB97M-V/def2-TZVPD.

Calculated values
E_LUMO (spin up / spin down): 0.285 / -4.785 eV
Frontier orbital gap (spin up / spin down): 0.4187 / 0.2590 Eh
Max |F|: 5.8 eV/Å
M: 51.05 g mol⁻¹
Total energy: -4607.37117 eV

Geometry as ORCA input:
```
! RIJCOSX wB97M-V def2-TZVPD def2/J DEFGRID3
* xyz 0 3
C 1.78 0.13 -0.08
C 0.60 -0.13 -0.13
C -1.96 0.04 -0.04
N -3.10 0.09 -0.06
H 2.69 -0.13 0.31
*
```

List of natural (NBO) charges in e, atom by atom:
1. C -0.1829
2. C 0.1470
3. C 0.3020
4. N -0.4856
5. H 0.2195



6.
Here is a 2-piece molecular cluster, C3HN2O2 overall in a non-equilibrium geometry from the Open Molecules 2025 dataset. Energies are from ωB97M-V/def2-TZVPD.

Calculated values
E_LUMO (spin up / spin down): 2.899 / 2.900 eV
Frontier orbital gap (spin up / spin down): 0.2964 / 0.2965 Eh
Max |F|: 5.9 eV/Å
M: 97.05 g mol⁻¹
Total energy: -10200.45595 eV
ΔE to the lowest compared entry with this formula, charge and spin: 328.3 kJ/mol

Geometry as ORCA input:
```
! RIJCOSX wB97M-V def2-TZVPD def2/J DEFGRID3
* xyz -1 1
C 0.58 -1.03 -1.89
C -0.54 -0.03 0.25
C 0.77 0.57 0.92
N 1.14 -1.59 -2.71
N -1.75 0.19 0.32
O 1.08 -0.11 1.87
O 1.24 1.51 0.35
H -2.52 0.49 0.89
*
```

List of natural (NBO) charges in e, atom by atom:
1. C -0.0617
2. C 0.5316
3. C 0.7081
4. N -0.6606
5. N -0.6800
6. O -0.6573
7. O -0.6159
8. H 0.4358



7.
Here is one molecule with the formula C3HN2PS in a non-equilibrium geometry from the Open Molecules 2025 dataset. Energies are from ωB97M-V/def2-TZVPD.

Calculated values
E_LUMO: -2.024 eV
SMILES: N#CC(C#N)=PS
Frontier orbital gap: 0.2907 Eh
Max |F|: 1.7 eV/Å
M: 128.10 g mol⁻¹
Total energy: -26229.87792 eV
ΔE to the lowest compared entry with this formula, charge and spin: 0.0 kJ/mol

Geometry as ORCA input:
```
! RIJCOSX wB97M-V def2-TZVPD def2/J DEFGRID3
* xyz 0 1
C -1.70 -2.83 -0.28
C 0.10 -1.32 -0.70
C -1.05 -1.63 0.04
N -2.21 -3.81 -0.60
N 1.05 -1.00 -1.25
P -1.69 -0.57 1.23
S -0.45 1.10 1.18
H 0.35 0.85 0.12
*
```

List of natural (NBO) charges in e, atom by atom:
1. C 0.2469
2. C 0.2648
3. C -0.7023
4. N -0.2571
5. N -0.2861
6. P 0.7866
7. S -0.2394
8. H 0.1865



8.
Here is one molecule with the formula C3HN3O in a non-equilibrium geometry from the Open Molecules 2025 dataset. Energies are from ωB97M-V/def2-TZVPD.

Calculated values
E_LUMO: -0.354 eV
SMILES: N#Cc1cnon1
Frontier orbital gap: 0.4117 Eh
Max |F|: 6.4 eV/Å
M: 95.06 g mol⁻¹
Total energy: -9640.28945 eV
ΔE to the lowest compared entry with this formula, charge and spin: 243.9 kJ/mol

Geometry as ORCA input:
```
! RIJCOSX wB97M-V def2-TZVPD def2/J DEFGRID3
* xyz 0 1
C -1.74 -0.03 -0.01
C -0.25 0.08 0.26
C 0.59 1.23 -0.01
H 0.65 2.31 0.24
N -2.95 0.01 -0.12
N 1.84 0.52 -0.13
N 0.37 -1.08 0.07
O 1.61 -0.76 -0.06
*
```

List of natural (NBO) charges in e, atom by atom:
1. C 0.2495
2. C -0.0205
3. C -0.0938
4. H 0.2722
5. N -0.2685
6. N -0.0464
7. N -0.0277
8. O -0.0648



9.
Here is one molecule with the formula C3HN3O in a non-equilibrium geometry from the Open Molecules 2025 dataset. Energies are from ωB97M-V/def2-TZVPD.

Calculated values
E_LUMO: -1.145 eV
SMILES: C#Cc1nnon1
Frontier orbital gap: 0.3360 Eh
Max |F|: 13.6 eV/Å
M: 95.06 g mol⁻¹
Total energy: -9637.00146 eV
ΔE to the lowest compared entry with this formula, charge and spin: 561.2 kJ/mol

Geometry as ORCA input:
```
! RIJCOSX wB97M-V def2-TZVPD def2/J DEFGRID3
* xyz 0 1
C 0.41 1.61 -1.76
C 0.02 1.07 -0.48
C 0.00 0.00 0.37
H 0.24 2.42 -2.46
N 0.09 -0.27 1.73
N -0.04 -1.56 2.00
N -0.36 -1.13 -0.14
O -0.36 -2.15 0.75
*
```

List of natural (NBO) charges in e, atom by atom:
1. C -0.1023
2. C -0.0304
3. C 0.1049
4. H 0.2405
5. N -0.2030
6. N 0.1404
7. N -0.0264
8. O -0.1238



10.
Here is one molecule with the formula C3HN3O2 in a non-equilibrium geometry from the Open Molecules 2025 dataset. Energies are from ωB97M-V/def2-TZVPD.

Calculated values
E_LUMO: -1.172 eV
SMILES: N#CC1=NOC=NO1
Frontier orbital gap: 0.3569 Eh
Max |F|: 4.8 eV/Å
M: 111.06 g mol⁻¹
Total energy: -11686.00788 eV
ΔE to the lowest compared entry with this formula, charge and spin: 524.1 kJ/mol

Geometry as ORCA input:
```
! RIJCOSX wB97M-V def2-TZVPD def2/J DEFGRID3
* xyz 0 1
C 1.17 -0.53 -1.81
C 0.41 -0.02 -0.73
C -1.00 0.29 1.37
H -1.49 0.83 2.36
N 1.71 -0.93 -2.76
N 0.56 1.16 -0.20
N -1.39 -0.74 0.73
O 0.13 1.19 1.15
O -0.09 -1.24 -0.09
*
```

List of natural (NBO) charges in e, atom by atom:
1. C 0.2004
2. C 0.3543
3. C 0.3236
4. H 0.2406
5. N -0.2028
6. N -0.0685
7. N -0.1456
8. O -0.3435
9. O -0.3584